Formula: C29H27LaN4Si
Source: OMol25
Level of theory: ωB97M-V with the def2-TZVPD basis set

Element x y z (Å)
La1 1.085 -0.660 -0.821
C1 -4.393 0.917 -4.019
C2 -3.273 0.160 -3.694
C3 -2.283 0.675 -2.884
C4 -2.400 1.981 -2.371
C5 -3.540 2.731 -2.713
C6 -4.533 2.197 -3.513
N1 -1.470 2.633 -1.606
N2 -0.467 2.019 -1.175
C7 0.417 2.845 -0.466
C8 0.108 4.153 -0.046
C9 1.041 4.860 0.687
C10 2.257 4.242 0.957
C11 2.479 2.947 0.505
N3 1.584 2.232 -0.178
H1 -5.162 0.504 -4.667
H2 -3.167 -0.830 -4.123
H3 -1.394 0.093 -2.683
H4 -3.610 3.749 -2.313
H5 -5.412 2.774 -3.766
H6 -0.858 4.583 -0.282
H7 0.827 5.856 1.039
H8 3.028 4.744 1.533
H9 3.405 2.436 0.721
C12 -4.018 -3.195 2.027
C13 -3.404 -2.849 0.830
C14 -2.121 -2.308 0.864
C15 -1.441 -2.055 2.050
C16 -2.085 -2.413 3.244
C17 -3.351 -2.980 3.219
Si1 0.263 -1.254 2.035
C18 0.227 0.498 2.711
C19 1.219 0.988 3.573
C20 1.164 2.289 4.062
C21 0.119 3.137 3.732
C22 -0.884 2.656 2.901
C23 -0.819 1.362 2.393
H10 -5.015 -3.630 2.050
H11 -3.878 -3.021 -0.131
H12 -1.644 -2.074 -0.093
H13 -1.610 -2.247 4.203
H14 -3.839 -3.245 4.151
H15 1.070 -1.995 3.042
H16 2.018 0.326 3.905
H17 1.925 2.631 4.750
H18 0.059 4.131 4.164
H19 -1.766 3.261 2.680
H20 -1.651 0.998 1.788
N4 1.673 -3.266 -2.656
C24 3.061 -3.326 -2.257
C25 3.591 -4.392 -1.544
C26 4.912 -4.356 -1.108
C27 5.720 -3.255 -1.397
C28 5.205 -2.205 -2.141
C29 3.882 -2.228 -2.560
H21 1.173 -4.103 -2.374
H22 1.584 -3.219 -3.677
H23 2.988 -5.265 -1.323
H24 5.307 -5.192 -0.549
H25 6.750 -3.235 -1.063
H26 5.839 -1.371 -2.413
H27 3.508 -1.443 -3.215

Results
E_tot	-1660.80960	a.u.
LUMO energy	-7.21	eV
total charge	+2
HOMO-LUMO gap	6.110	eV



Formula: C29H27N5O5SbW
Source: OMol25
Level of theory: ωB97M-V with the def2-TZVPD basis set

Element x y z (Å)
W1 0.111 0.753 0.253
O1 -0.972 0.593 4.258
C1 -0.873 0.858 3.082
N1 0.222 0.622 2.245
C2 1.471 0.322 2.809
O2 1.693 0.056 3.972
C3 2.549 0.408 1.798
C4 3.885 0.421 2.209
C5 4.886 0.619 1.287
C6 4.528 0.774 -0.068
C7 3.209 0.701 -0.429
N2 2.194 0.516 0.460
C8 -1.947 1.537 2.306
C9 -3.170 1.874 2.890
C10 -4.117 2.534 2.136
C11 -3.795 2.888 0.817
C12 -2.566 2.543 0.310
N3 -1.642 1.853 1.009
H1 4.084 0.290 3.263
H2 5.918 0.671 1.586
H3 5.283 0.923 -0.823
H4 2.905 0.766 -1.471
H5 -3.332 1.602 3.924
H6 -5.082 2.786 2.546
H7 -4.500 3.426 0.204
H8 -2.282 2.825 -0.700
O3 -2.942 -2.190 0.848
C13 -3.189 -2.535 -0.442
C14 -4.161 -3.498 -0.691
C15 -4.426 -3.906 -1.983
C16 -3.703 -3.385 -3.050
C17 -2.715 -2.453 -2.820
C18 -2.458 -2.003 -1.522
C19 -1.435 -0.991 -1.282
O4 -1.552 -0.187 -0.222
N4 -0.374 -0.892 -2.014
N5 0.473 0.155 -1.648
C20 -0.046 1.419 -1.883
C21 0.917 2.561 -1.937
C22 1.383 3.145 -3.112
C23 2.256 4.221 -3.054
C24 2.635 4.754 -1.830
C25 2.152 4.215 -0.651
C26 1.298 3.113 -0.693
O5 0.771 2.558 0.411
H9 -2.546 -1.303 0.865
H10 -4.704 -3.898 0.151
H11 -5.206 -4.628 -2.167
H12 -3.917 -3.703 -4.057
H13 -2.133 -2.038 -3.628
H14 -0.890 1.447 -2.593
H15 1.080 2.734 -4.063
H16 2.635 4.654 -3.967
H17 3.290 5.613 -1.796
H18 2.410 4.628 0.310
C27 2.544 -2.413 -0.440
Sb1 0.720 -2.056 0.672
C28 -0.140 -3.895 -0.099
C29 1.325 -2.960 2.535
H19 2.695 -3.488 -0.504
H20 3.400 -1.964 0.058
H21 2.430 -1.991 -1.439
H22 0.597 -4.670 0.078
H23 -0.319 -3.804 -1.167
H24 -1.062 -4.162 0.410
H25 1.689 -3.958 2.316
H26 0.460 -3.024 3.192
H27 2.097 -2.387 3.037

Results
E_tot	-2078.43134	a.u.
LUMO energy	-4.56	eV
ΔE to the lowest compared entry with this formula, charge and spin	141.15	kJ/mol
total charge	+1
HOMO-LUMO gap	6.478	eV



Formula: C29H27NO4
Source: OMol25
Level of theory: ωB97M-V with the def2-TZVPD basis set

Element x y z (Å)
C1 1.782 -0.370 1.009
C2 2.409 -0.044 2.357
C3 3.948 -0.070 2.272
O1 2.045 1.255 2.779
C4 0.716 1.437 3.126
O2 0.253 2.569 2.912
C5 -0.025 0.342 3.885
C6 -1.351 0.169 3.212
C7 -1.884 -1.095 2.843
C8 -3.193 -1.219 2.366
C9 -4.015 -0.091 2.193
C10 -3.464 1.179 2.438
C11 -2.131 1.302 2.815
C12 0.747 -0.958 3.909
O3 0.373 -1.979 4.434
O4 2.033 -0.988 3.359
H1 0.690 -0.361 1.036
H2 2.116 0.367 0.261
H3 2.128 -1.347 0.659
H4 4.377 0.104 3.267
H5 4.279 -1.040 1.900
H6 4.307 0.701 1.582
H7 -1.283 -1.992 2.931
H8 -3.603 -2.213 2.135
H9 -5.062 -0.207 1.858
H10 -4.097 2.073 2.328
H11 -1.703 2.301 2.799
C13 3.925 -1.708 7.818
N1 2.688 -0.998 7.709
C14 2.104 -0.650 6.510
C15 0.943 0.104 6.770
C16 0.287 0.851 5.710
C17 -1.065 1.455 6.013
C18 -2.027 0.750 6.770
C19 -3.184 1.422 7.205
C20 -3.393 2.779 6.906
C21 -4.582 3.506 7.450
C22 -2.466 3.431 6.073
C23 -1.339 2.762 5.616
C24 0.794 0.182 8.240
C25 -0.010 0.894 9.122
C26 0.181 0.753 10.498
C27 1.216 -0.062 11.011
C28 2.099 -0.737 10.138
C29 1.894 -0.552 8.783
H12 4.058 -2.095 8.840
H13 3.913 -2.542 7.103
H14 4.779 -1.051 7.578
H15 2.623 -0.908 5.608
H16 1.056 1.620 5.280
H17 -1.844 -0.271 7.094
H18 -3.925 0.887 7.821
H19 -4.638 4.547 7.088
H20 -5.521 3.023 7.137
H21 -4.614 3.532 8.555
H22 -2.603 4.490 5.799
H23 -0.597 3.279 4.984
H24 -0.796 1.600 8.783
H25 -0.477 1.248 11.229
H26 1.359 -0.197 12.073
H27 2.910 -1.415 10.448

Results
E_tot	-1476.95752	a.u.
LUMO energy	0.09	eV
ΔE to the lowest compared entry with this formula, charge and spin	157.49	kJ/mol
total charge	0
HOMO-LUMO gap	7.718	eV



Formula: C29H28BF4N5NiPTe4
Source: OMol25
Level of theory: ωB97M-V with the def2-TZVPD basis set

Element x y z (Å)
Ni1 -0.522 0.807 -0.482
Te1 -0.147 2.452 -2.032
Te2 0.850 4.162 -3.887
Te3 -2.653 5.902 -2.704
Te4 -2.420 3.681 -1.338
C1 5.339 3.110 -0.560
C2 4.092 3.689 -0.399
C3 2.944 2.904 -0.460
C4 3.029 1.543 -0.727
C5 4.297 0.964 -0.860
C6 5.443 1.739 -0.765
P1 1.554 0.455 -0.945
C7 2.213 -1.034 -0.063
C8 2.290 -2.311 -0.612
C9 2.639 -3.400 0.187
C10 2.889 -3.226 1.538
C11 2.799 -1.955 2.100
C12 2.460 -0.870 1.305
C13 1.711 -0.024 -2.725
C14 0.656 -0.802 -3.231
C15 0.519 -1.018 -4.590
C16 1.402 -0.404 -5.473
C17 2.454 0.349 -4.988
C18 2.624 0.523 -3.617
H1 6.235 3.720 -0.530
H2 3.997 4.752 -0.221
H3 1.987 3.372 -0.286
H4 4.386 -0.099 -1.043
H5 6.415 1.268 -0.848
H6 2.092 -2.458 -1.667
H7 2.705 -4.387 -0.257
H8 3.142 -4.078 2.158
H9 2.977 -1.806 3.158
H10 2.361 0.117 1.746
H11 -0.065 -1.203 -2.527
H12 -0.297 -1.627 -4.960
H13 1.244 -0.492 -6.542
H14 3.126 0.853 -5.670
H15 3.441 1.130 -3.256
C19 -3.985 -1.166 -1.874
C20 -2.897 -0.307 -1.956
N1 -2.525 0.473 -0.949
C21 -3.265 0.461 0.167
C22 -4.368 -0.359 0.346
C23 -4.723 -1.198 -0.707
C24 -5.220 -0.185 1.540
C25 -4.865 -0.240 2.817
C26 -3.613 -0.744 3.416
C27 -3.236 -0.308 4.682
C28 -2.154 -0.920 5.277
N2 -1.489 -1.918 4.691
C29 -1.890 -2.221 3.464
N3 -2.904 -1.687 2.785
H16 -4.249 -1.774 -2.729
H17 -2.324 -0.217 -2.871
H18 -3.015 1.179 0.945
H19 -5.583 -1.853 -0.611
H20 -6.245 0.094 1.312
H21 -5.593 0.085 3.555
H22 -3.765 0.507 5.159
H23 -1.799 -0.619 6.257
H24 -1.332 -3.005 2.958
N4 -1.133 -2.066 0.176
N5 -0.740 -0.833 0.807
H25 -1.637 -2.647 0.840
H26 -0.287 -2.552 -0.087
H27 -0.031 -0.974 1.518
H28 -1.544 -0.516 1.337
F1 -0.375 1.960 1.401
B1 -0.761 1.862 2.793
F2 -0.083 2.820 3.527
F3 -0.418 0.551 3.223
F4 -2.162 2.020 2.863

Results
multiplicity	3
E_tot	-4742.01163	a.u.
LUMO energy (alpha / beta)	1.78 / 1.30	eV
ΔE to the lowest compared entry with this formula, charge and spin	54.91	kJ/mol
total charge	-1
⟨S²⟩	2.04
HOMO-LUMO gap (alpha / beta)	5.201 / 4.686	eV